The following is a quantum chemistry calculation of a 12-piece molecular cluster, C49H56Br3N11O4 overall, from the Open Molecules 2025 dataset.

Atoms and positions in Å:
Br (-4.85, -8.21, 1.97)
Br (-5.65, -4.96, 2.16)
Br (-6.02, -6.64, -0.69)
O (2.02, -2.86, -0.31)
O (6.72, 1.83, -0.92)
O (0.28, -3.56, 0.79)
O (5.95, 2.46, 1.00)
N (-0.56, 6.12, -4.85)
N (3.81, -0.28, -5.42)
N (6.29, 2.72, -0.13)
N (1.02, -2.68, 0.35)
N (-6.89, 1.54, 0.53)
N (-3.46, -0.19, -3.41)
N (-2.24, 6.30, 3.75)
N (1.51, -3.16, 7.60)
N (7.74, -4.66, -2.23)
N (-4.46, -2.62, 7.91)
N (0.74, -6.19, -4.01)
C (7.01, 4.65, -1.55)
C (6.18, 4.17, -0.55)
C (-4.40, 0.28, -4.34)
C (-8.15, 1.18, 0.96)
C (-0.42, 5.38, 4.49)
C (-5.61, -2.08, 8.50)
C (-4.13, -1.13, -2.62)
C (-1.81, 5.91, -4.37)
C (8.76, -6.50, -2.90)
C (4.31, 0.91, -5.01)
C (0.50, 1.03, -0.09)
C (-0.91, 0.32, 1.72)
C (-6.54, 2.72, 1.15)
C (0.94, -0.26, -0.28)
C (2.45, -0.17, -5.71)
C (-4.23, -2.05, 6.69)
C (8.73, -4.24, -3.08)
C (5.25, 5.01, 0.06)
C (-0.39, 1.36, 0.97)
C (1.63, -3.26, 6.32)
C (-1.81, 6.12, -3.00)
C (0.20, 6.46, -3.78)
C (-1.52, 4.69, 5.05)
C (-0.54, 6.47, -2.61)
C (-0.63, -6.35, -3.99)
C (-7.71, 3.23, 1.79)
C (1.75, -5.36, 7.15)
C (1.09, -5.66, -5.26)
C (-5.57, -0.35, -4.24)
C (-8.63, 2.18, 1.77)
C (1.59, -4.38, 8.18)
C (-0.89, 6.44, 3.75)
C (-0.07, -5.53, -6.04)
C (0.48, -1.26, 0.54)
C (5.16, 6.36, -0.35)
C (7.79, -6.04, -2.09)
C (-5.43, -1.22, -3.18)
C (6.94, 6.02, -1.86)
C (3.25, 1.80, -4.87)
C (9.47, -5.34, -3.44)
C (-0.47, -0.97, 1.54)
C (1.70, -4.59, 5.95)
C (-2.66, 5.25, 4.56)
C (-5.99, -1.08, 7.62)
C (-1.11, -5.90, -5.22)
C (6.07, 6.92, -1.26)
C (-4.93, -6.46, 1.01)
C (-5.21, -1.07, 6.49)
C (2.23, 1.22, -5.61)
H (1.58, -4.39, 9.26)
H (-3.89, -6.22, 0.80)
H (-9.59, 2.13, 2.26)
H (5.34, 0.97, -4.69)
H (1.27, 1.66, -5.86)
H (-0.90, -1.81, 2.07)
H (-2.75, 5.92, -2.51)
H (4.48, 7.09, 0.06)
H (-7.84, 4.16, 2.31)
H (5.92, 7.93, -1.60)
H (-2.54, 5.55, -5.08)
H (-1.61, 0.42, 2.54)
H (-5.23, -0.39, 5.64)
H (-8.59, 0.24, 0.65)
H (-0.20, -5.19, -7.06)
H (-0.22, 5.80, -5.74)
H (-6.86, -0.44, 7.68)
H (-3.61, -1.72, -1.88)
H (-0.23, 6.65, -1.59)
H (1.25, 6.67, -3.90)
H (1.79, -4.85, 4.90)
H (7.56, 6.32, -2.70)
H (-5.90, -2.37, 9.50)
H (-3.40, -2.35, 6.07)
H (4.48, 4.59, 0.69)
H (-5.54, 3.11, 1.04)
H (8.79, -3.18, -3.30)
H (2.00, -6.41, 7.18)
H (-4.03, 0.88, -5.16)
H (8.98, -7.55, -3.00)
H (7.69, 3.95, -2.01)
H (0.84, 1.89, -0.64)
H (1.63, -2.30, 8.12)
H (-2.12, -5.76, -5.57)
H (1.66, -0.40, -1.08)
H (-6.30, 0.93, -0.02)
H (2.10, -5.53, -5.62)
H (-1.22, -6.66, -3.13)
H (7.06, -4.05, -1.81)
H (10.30, -5.38, -4.13)
H (1.76, -0.88, -6.15)
H (-6.16, -1.96, -2.90)
H (-0.77, 2.34, 1.23)
H (1.40, -6.29, -3.25)
H (-6.35, -0.28, -4.99)
H (3.32, 2.81, -4.50)
H (-3.94, -3.37, 8.35)
H (7.06, -6.59, -1.50)
H (-2.91, 6.87, 3.25)
H (-3.72, 5.10, 4.71)
H (4.32, -1.15, -5.48)
H (-2.47, 0.02, -3.39)
H (-0.36, 7.17, 3.17)
H (1.70, -2.42, 5.63)
H (-1.41, 3.71, 5.51)
H (0.64, 5.20, 4.54)

The lowest unoccupied orbital energy comes out at -0.70 eV. As for the structure (SMILES): O=[N+]([O-])c1ccccc1.O=[N+]([O-])c1ccccc1.c1cc[nH]c1.c1cc[nH]c1.c1cc[nH]c1.c1cc[nH]c1.c1cc[nH]c1.c1cc[nH]c1.c1cc[nH]c1.c1cc[nH]c1.c1cc[nH]c1.BrC(Br)Br. The HOMO energy is -7.98 eV. The calculation puts the HOMO-LUMO gap at 7.283 eV.